Molecular formula: C18H42Cl3N3O14
Method: DFT, wB97M-V/def2-TZVPD

Computed properties:
HOMO-LUMO gap: 7.2 eV
E: -90028.442 eV
net charge: -2
E_LUMO: 0.131 Eh
energy relative to the best compared isomer or geometry (same formula, charge and spin): 11.4 kcal/mol

Last column: Löwdin charge in e.
Atoms and positions in Å:
N  -1.41514  0.62357  0.52484  0.33
H  -2.13682  0.49696  1.24948  0.12
H  -1.01368  -0.31223  0.56744  0.08
H  -0.73188  1.30352  0.86975  0.08
H  -1.78113  0.89893  -0.38593  0.07
Cl  -5.02211  1.82869  -0.25069  0.62
O  -5.32565  2.38220  1.02865  -0.33
O  -5.92477  2.35942  -1.24532  -0.40
O  -3.65857  2.15871  -0.63626  -0.40
O  -5.13392  0.38175  -0.22163  -0.40
Cl  -3.37260  0.55625  4.78275  0.63
O  -3.48117  1.96190  5.04177  -0.35
O  -2.95646  0.30445  3.41344  -0.40
O  -2.35774  -0.01798  5.66135  -0.42
O  -4.64180  -0.08970  5.01648  -0.38
Cl  -0.91849  4.43171  1.86802  0.64
O  -2.07375  5.02391  1.24090  -0.36
O  0.05096  5.47341  2.15894  -0.40
O  -1.29545  3.74139  3.07690  -0.35
O  -0.31459  3.46056  0.96379  -0.42
C  1.11144  -1.40348  4.26667  -0.02
C  1.28398  -0.66916  2.93990  -0.51
C  2.75707  -0.44134  2.60820  -0.14
C  3.45620  -1.73068  2.19963  -0.17
C  2.78608  -2.20839  0.90154  -0.14
C  1.28047  -2.46262  1.08439  -0.50
N  0.64212  -1.36119  1.82383  -0.10
O  -0.72307  -1.55781  2.04977  -0.02
C  0.67513  -2.44352  -0.32796  -0.05
C  1.03268  -3.84180  1.68451  -0.04
C  0.65808  0.72789  3.09603  -0.01
H  0.10621  -1.32926  4.68494  0.09
H  1.80139  -1.14178  5.07375  0.09
H  1.34990  -2.47017  4.12643  0.07
H  2.91293  0.33004  1.85283  0.12
H  3.21768  -0.08186  3.53386  0.12
H  3.32058  -2.52644  2.93443  0.10
H  4.52453  -1.58903  2.02368  0.11
H  3.23033  -3.18436  0.66845  0.12
H  2.98758  -1.55078  0.05486  0.11
H  1.24995  -3.10983  -0.99145  0.09
H  -0.33191  -2.86486  -0.36034  0.09
H  0.75689  -1.46223  -0.79384  0.05
H  1.18917  -4.68094  1.00425  0.08
H  1.67189  -4.06884  2.54726  0.07
H  0.01954  -3.93035  2.08401  0.08
H  0.72767  1.33346  2.19341  0.06
H  1.12563  1.25876  3.92622  0.10
H  -0.39689  0.64046  3.37731  0.08
H  -0.82168  -2.24128  2.72625  0.10
C  -1.32704  0.65110  -4.69880  -0.02
C  -0.79641  -0.19122  -3.53992  -0.52
C  0.12156  -1.29292  -4.01456  -0.14
C  1.51411  -0.77175  -4.38408  -0.19
C  2.15053  -0.03755  -3.20469  -0.13
C  1.27184  1.07579  -2.63251  -0.51
N  -0.10795  0.60403  -2.50895  -0.08
O  -0.91015  1.63242  -1.99957  -0.04
C  1.75475  1.39033  -1.22039  -0.03
C  1.45265  2.36189  -3.47581  -0.02
C  -2.00501  -0.84736  -2.83231  -0.01
H  -2.06242  0.12418  -5.30867  0.09
H  -1.87314  1.52305  -4.32974  0.09
H  -0.53443  1.03032  -5.34923  0.07
H  0.27315  -2.05609  -3.24505  0.11
H  -0.29322  -1.78925  -4.89575  0.12
H  2.12185  -1.62895  -4.69845  0.11
H  1.46802  -0.17146  -5.30133  0.10
H  3.04408  0.41874  -3.64181  0.11
H  2.45277  -0.79189  -2.47559  0.11
H  1.66948  0.54306  -0.53388  0.06
H  1.16507  2.19359  -0.76374  0.08
H  2.78496  1.75551  -1.15785  0.09
H  1.08764  2.24944  -4.49519  0.07
H  2.51315  2.60492  -3.44853  0.08
H  0.91782  3.16616  -2.96778  0.09
H  -2.50808  -1.54962  -3.49186  0.09
H  -1.64272  -1.30525  -1.91002  0.07
H  -2.68630  -0.06329  -2.49123  0.09
H  -1.11335  2.26611  -2.70023  0.10

***

Molecular formula: C3H6N2O
Method: DFT, wB97M-V/def2-TZVPD

Computed properties:
HOMO-LUMO gap: 10.1 eV
E: -8234.870 eV
E_LUMO: 0.010 Eh
energy relative to the best compared isomer or geometry (same formula, charge and spin): 42.2 kcal/mol

Last column: Löwdin charge in e.
Atoms and positions in Å:
N  0.06677  1.51977  0.90173  0.00
C  0.24384  0.86424  -0.36718  -0.23
C  0.11624  -0.72225  -0.25983  -0.35
O  -0.32206  -1.16344  1.01259  -0.03
C  -0.85847  -1.21340  -1.25468  -0.16
N  -1.68051  -1.45728  -2.03260  0.16
H  0.88086  1.36751  1.49006  0.07
H  -0.70267  1.05412  1.37244  0.07
H  -0.49337  1.21923  -1.09123  0.11
H  1.23049  1.14635  -0.76922  0.12
H  1.12496  -1.02811  -0.50154  0.13
H  0.39392  -1.58675  1.49947  0.11

***

Molecular formula: C5H7I
Method: DFT, wB97M-V/def2-TZVPD

Computed properties:
HOMO-LUMO gap (spin up / spin down): 5.7 / 6.2 eV
multiplicity: 3
E: -13392.185 eV
E_LUMO (spin up / spin down): 0.014 / -0.108 Eh
expectation value of S²: 2.026
energy relative to the best compared isomer or geometry (same formula, charge and spin): 45.7 kcal/mol

Last column: Löwdin spin population.
Atoms and positions in Å:
C  -0.27298  1.90605  0.07163  0.26
C  -0.79195  -1.91933  0.03704  0.78
C  0.13647  0.62349  0.01228  0.04
C  -1.03083  -0.63620  0.04880  0.67
C  1.51714  0.10951  -0.15448  -0.01
I  -3.02221  0.11473  0.01027  0.16
H  0.29394  2.80358  0.39721  0.02
H  -1.35093  2.25433  0.15699  0.02
H  -1.67417  -2.66722  0.00236  0.04
H  0.29494  -2.33851  0.03987  0.04
H  1.68253  -0.55246  -1.08912  0.00
H  2.28188  0.92650  -0.20927  0.00
H  1.93618  -0.62449  0.67643  0.00

***

Molecular formula: C44H50BF2N5OPdS2Sb
Method: DFT, wB97M-V/def2-TZVPD

Computed properties:
HOMO-LUMO gap (spin up / spin down): 6.0 / 4.7 eV
multiplicity: 5
E: -93729.035 eV
net charge: +1
E_LUMO (spin up / spin down): -0.083 / -0.189 Eh
expectation value of S²: 6.027
energy relative to the best compared isomer or geometry (same formula, charge and spin): 0.0 kcal/mol

Last column: Löwdin spin population.
Atoms and positions in Å:
Pd  0.66447  -0.52074  1.12438  0.79
C  1.59580  -0.26322  5.68091  0.04
C  1.70391  -0.08137  4.18731  0.23
S  0.48468  0.65921  3.27198  0.47
C  2.76848  -0.68540  3.47770  0.14
C  3.83039  -1.59508  4.10747  0.01
S  2.78512  -0.58450  1.77770  0.48
H  2.54353  -0.04334  6.22012  0.01
H  1.36394  -1.31822  5.92001  0.01
H  0.78337  0.33364  6.05779  0.00
H  4.60494  -0.99181  4.56830  0.00
H  4.37272  -2.05359  3.28837  0.00
H  3.44348  -2.33163  4.80738  0.00
F  2.86620  -1.60982  -1.22067  0.04
B  1.53499  -1.88741  -1.35469  0.14
F  0.62855  -0.95675  -1.78237  0.05
C  3.93047  3.16208  2.57501  0.03
C  3.34572  4.54437  2.56631  0.01
C  4.09056  5.63024  3.10399  0.00
C  3.66233  6.93520  2.93102  0.00
C  2.40895  7.21776  2.32653  0.01
C  1.55539  6.12208  1.93217  0.02
C  2.10220  4.82170  2.00696  0.10
Sb  1.12715  2.87843  1.34826  0.33
C  -0.96527  3.38509  1.62379  0.03
C  -1.81151  2.86276  0.66014  0.01
C  -3.20508  2.94945  0.79869  0.00
C  -3.70667  3.82543  1.74973  0.01
C  -2.83678  4.38088  2.67600  0.00
C  -1.45835  4.14804  2.66761  0.01
C  -0.73681  4.58664  3.94207  0.00
C  1.34973  2.74628  -0.93399  0.10
C  2.36496  1.85972  -1.24809  0.01
C  2.44301  1.37252  -2.56378  0.00
C  1.57100  1.80006  -3.54762  0.00
C  0.64614  2.83495  -3.25119  0.01
C  0.56479  3.34905  -1.92778  0.01
C  -0.32881  4.50093  -1.58221  0.01
H  4.92337  3.17801  3.05916  0.00
H  4.09032  2.68444  1.55149  0.01
H  3.26057  2.41824  3.09883  0.01
H  4.95937  5.38251  3.69920  0.00
H  4.24012  7.79705  3.25179  0.00
H  2.20313  8.20904  1.96487  0.00
H  0.54613  6.32847  1.66473  0.00
H  -1.43112  2.30487  -0.20780  0.00
H  -3.90060  2.46216  0.13128  0.00
H  -4.69126  4.17297  1.72603  0.00
H  -3.28050  5.00722  3.40982  0.00
H  -1.51985  4.90005  4.66702  0.00
H  -0.07915  5.44933  3.79239  0.00
H  -0.16362  3.75980  4.43323  0.00
H  3.10303  1.48461  -0.50257  0.00
H  3.21751  0.66054  -2.80944  0.00
H  1.63558  1.44404  -4.56358  0.00
H  0.10832  3.25441  -4.07251  0.00
H  -0.32796  5.32533  -2.29611  0.00
H  -0.11325  4.81026  -0.50483  0.00
H  -1.37863  4.25107  -1.53830  0.00
N  0.96021  -3.14800  -1.19945  0.21
C  0.71813  -4.32280  -1.13198  0.42
N  0.65162  -5.52639  -0.61693  0.07
C  1.07252  -5.92180  0.81013  0.04
C  -0.28160  -6.02539  1.47867  0.01
C  -1.38987  -6.75520  0.73480  0.00
C  -1.28669  -6.81350  -0.84883  0.00
C  0.01033  -6.49282  -1.49978  0.03
H  1.81201  -5.17380  1.26699  0.00
H  1.52295  -6.92053  0.55541  0.00
H  -0.53646  -4.93282  1.63243  0.00
H  -0.10542  -6.37473  2.51654  0.00
H  -2.32895  -6.16269  0.96546  0.00
H  -1.53606  -7.77836  1.06308  0.00
H  -1.79723  -5.91714  -1.22213  0.00
H  -1.82942  -7.67315  -1.26583  0.00
H  -0.00907  -6.12251  -2.51014  0.01
H  0.78415  -7.29688  -1.48281  0.00
C  -0.14319  -0.74077  -7.79940  0.00
C  -0.96332  -1.09554  -6.62964  0.00
C  -0.89784  -2.39488  -6.06278  0.00
C  -1.50027  -2.63607  -4.84173  0.00
C  -2.29661  -1.67823  -4.20514  0.00
N  -2.91254  -1.86835  -2.96178  0.00
C  -3.82037  -1.02465  -2.32706  0.00
O  -4.40173  -0.08886  -2.81533  0.00
N  -4.18138  -1.50754  -1.02688  0.00
C  -3.28812  -1.93569  -0.04339  0.00
C  -3.64064  -2.85545  0.96811  0.01
C  -2.77129  -3.01369  2.03643  0.00
C  -1.53828  -2.30573  2.01118  0.01
N  -1.09907  -1.59872  0.93160  0.04
C  -1.98145  -1.37235  -0.03885  0.01
C  -2.45428  -0.40045  -4.84942  0.00
C  -1.78842  -0.16877  -6.04118  0.00
H  -0.66255  -0.90267  -8.77857  0.00
H  0.82917  -1.22941  -7.80009  0.00
H  0.11186  0.36225  -7.75140  0.00
H  -0.28479  -3.15397  -6.53287  0.00
H  -1.32351  -3.57805  -4.35402  0.00
H  -2.70981  -2.74549  -2.48737  0.00
H  -5.02657  -1.01959  -0.71533  0.00
H  -4.61800  -3.36544  1.04375  0.00
H  -2.98374  -3.66018  2.86203  0.00
H  -0.85808  -2.29892  2.89298  0.00
H  -1.57238  -0.70267  -0.81554  0.00
H  -3.25673  0.29174  -4.48666  0.00
H  -1.88636  0.77858  -6.56732  0.00

***

Molecular formula: C3H2ErLiO3
Method: DFT, wB97M-V/def2-TZVPD

Computed properties:
HOMO-LUMO gap (spin up / spin down): 3.8 / 6.4 eV
multiplicity: 5
E: -37098.189 eV
net charge: +1
E_LUMO (spin up / spin down): -0.175 / -0.152 Eh
expectation value of S²: 6.182

Last column: Löwdin spin population.
Atoms and positions in Å:
O  1.30631  1.53517  1.33688  0.26
O  0.35669  -0.03173  -0.70608  0.14
C  -0.21444  -0.75384  -1.69567  0.08
C  -0.29402  0.08139  0.56948  0.61
O  -1.27999  -1.35190  -1.40274  0.00
C  0.61909  0.38232  1.53392  0.64
Li  0.81561  -0.71686  -3.50729  0.00
H  0.42992  0.22590  2.60183  0.05
H  0.59043  2.02649  0.67977  0.04
Er  -2.32961  -1.39694  0.58990  2.18

***

Molecular formula: C3H8O2S
Method: DFT, wB97M-V/def2-TZVPD

Computed properties:
HOMO-LUMO gap: 10.1 eV
E: -18170.216 eV
E_LUMO: 0.020 Eh
energy relative to the best compared isomer or geometry (same formula, charge and spin): 23.7 kcal/mol

Last column: Löwdin charge in e.
Atoms and positions in Å:
O  0.15294  -2.89142  1.39585  0.06
C  0.37371  -2.32879  0.35596  -0.27
C  0.23253  -0.82367  0.20655  -0.25
C  -0.87089  -0.47765  -0.78706  -0.55
S  -0.74540  1.26764  -1.31276  0.70
H  0.71266  -2.88669  -0.54158  0.13
H  1.19677  -0.45613  -0.15287  0.11
H  0.03384  -0.43038  1.19483  0.11
H  -0.77347  -1.08961  -1.68573  0.07
H  -1.82043  -0.50589  -0.25554  0.08
H  -2.02299  1.61837  -1.13018  -0.15
H  1.13335  2.01484  1.73821  0.02
H  1.93956  2.51496  0.61338  0.03
O  1.72316  2.75000  1.52978  -0.07

***

Molecular formula: C4H7GaO
Method: DFT, wB97M-V/def2-TZVPD

Computed properties:
HOMO-LUMO gap (spin up / spin down): 6.3 / 6.8 eV
E: -58658.309 eV
net charge: +2
E_LUMO (spin up / spin down): -0.514 / -0.497 Eh
energy relative to the best compared isomer or geometry (same formula, charge and spin): 42.7 kcal/mol

Last column: Löwdin charge in e.
Atoms and positions in Å:
C  1.13770  0.23902  -1.10220  -0.02
C  0.46593  -0.36302  0.12507  -0.16
C  -0.65739  0.36329  0.71403  -0.11
O  -1.37035  -0.18976  1.65121  -0.14
Ga  -1.90385  0.55775  2.94418  1.23
H  0.76300  1.19990  -1.45752  0.14
H  1.09980  -0.91297  0.82249  0.18
H  2.22018  0.12191  -1.14649  0.15
H  -1.23003  0.95970  -0.02301  0.18
C  0.27868  -0.95830  -1.26530  0.02
H  -0.70068  -0.83565  -1.73012  0.14
H  0.74994  -1.92721  -1.42731  0.16
H  -0.85294  1.74533  1.89497  0.23